{"formula": "C24H28N3", "method": "the ωB97M-V functional and the def2-TZVPD basis", "species": ["C", "C", "N", "C", "C", "C", "C", "N", "C", "H", "H", "H", "H", "H", "H", "H", "H", "H", "H", "H", "H", "C", "C", "N", "C", "C", "C", "C", "C", "C", "C", "C", "C", "C", "C", "C", "C", "C", "C", "H", "H", "H", "H", "H", "H", "H", "H", "H", "H", "H", "H", "H", "H", "H", "H"], "coordinates": [[0.76, -3.60, 0.16], [0.66, -2.16, 0.63], [-0.63, -1.54, 0.38], [-1.66, -2.32, 0.43], [-3.13, -1.88, 0.34], [-3.92, -3.17, 0.59], [-2.91, -4.32, 0.65], [-1.63, -3.66, 0.56], [-0.42, -4.43, 0.63], [0.79, -3.61, -0.93], [1.68, -4.05, 0.53], [0.88, -2.13, 1.72], [1.40, -1.53, 0.13], [-3.34, -1.10, 1.08], [-3.33, -1.46, -0.65], [-4.46, -3.11, 1.54], [-4.64, -3.35, -0.21], [-2.99, -4.89, 1.59], [-3.04, -5.03, -0.17], [-0.54, -5.33, 0.01], [-0.25, -4.77, 1.67], [-0.55, 1.28, 3.54], [0.58, 1.64, 2.67], [1.73, 2.15, 3.16], [2.62, 2.45, 2.13], [1.99, 2.10, 0.91], [2.71, 2.22, -0.28], [4.03, 2.68, -0.23], [4.65, 3.00, 0.99], [3.94, 2.89, 2.20], [0.66, 1.56, 1.26], [-0.28, 0.99, 0.40], [-0.42, 1.38, -0.97], [-0.10, 2.70, -1.43], [-0.15, 3.02, -2.78], [-0.49, 2.05, -3.73], [-0.40, 2.36, -5.19], [-0.89, 0.78, -3.29], [-0.88, 0.46, -1.94], [-1.44, 1.15, 2.92], [-0.37, 0.34, 4.09], [-0.75, 2.07, 4.28], [1.91, 2.31, 4.15], [2.22, 1.96, -1.21], [4.59, 2.80, -1.16], [5.69, 3.33, 1.00], [4.37, 3.12, 3.17], [-1.04, 0.33, 0.83], [0.18, 3.46, -0.69], [0.10, 4.03, -3.11], [-0.80, 1.54, -5.78], [-0.95, 3.28, -5.44], [0.65, 2.53, -5.49], [-1.20, 0.03, -4.03], [-1.17, -0.53, -1.59]], "mulliken_charge": [-0.7892, -0.7666, -0.0586, 0.1668, -0.2745, -0.5270, -0.7507, 0.0965, -0.6419, 0.3189, 0.3791, 0.2659, 0.2808, 0.2196, 0.2841, 0.2516, 0.2802, 0.3323, 0.3673, 0.3609, 0.3095, -1.4274, 0.1700, 0.1274, -0.5190, 0.9012, -0.2563, -0.8970, -0.5345, -0.8450, 1.4255, -0.1464, 0.5497, -0.6834, -0.6483, 1.1249, -1.4700, -1.0623, -0.2215, 0.3170, 0.3049, 0.4460, 0.2748, 0.4624, 0.4112, 0.3910, 0.4070, -0.3618, 0.5087, 0.4252, 0.3552, 0.3655, 0.3145, 0.3251, 0.3606], "spin_multiplicity": 1, "homo_lumo_gap_ev": 6.87, "e_above_lowest_kj_mol": 0.00, "total_energy_ha": -1095.389444, "e_homo_ev": -11.030, "charge": 1}